(1)
# C5H5NO

One molecule with the formula C5H5NO in a non-equilibrium geometry (ωB97M-V/def2-TZVPD, the Open Molecules 2025 dataset).

The geometry in XYZ format:
```
12
Properties=species:S:1:pos:R:3:mulliken_charge:R:1
O 2.39 -1.07 -0.08 -0.473
C 1.40 -0.44 -0.02 0.273
C 1.18 1.07 0.24 -0.290
C -0.09 1.27 0.05 -0.379
C -0.80 0.03 -0.30 -0.132
C -1.03 -1.20 0.49 0.006
N 0.07 -1.06 -0.38 -0.243
H 1.83 2.06 0.30 0.271
H -0.78 2.25 -0.17 0.260
H -1.36 0.29 -1.40 0.212
H -1.02 -1.38 1.58 0.320
H -1.79 -1.82 -0.32 0.176
```

Values from the calculation:
Charge: 0
E in eV: -8799.3863
E_HOMO in hartree: -0.347
ΔE to the lowest compared entry with this formula, charge and spin in kcal/mol: 93.0
F_max in Eh/bohr: 0.0947

---

(2)
# C20H18N2O2

C20H18N2O2 as an isolated structure in a non-equilibrium geometry (ωB97M-V/def2-TZVPD, the Open Molecules 2025 dataset).

The geometry in XYZ format:
```
42
Properties=species:S:1:pos:R:3:mulliken_charge:R:1
C 5.48 -5.53 -3.51 -0.775
H 5.75 -5.94 -4.41 0.359
H 6.14 -5.21 -2.76 0.322
H 4.82 -6.35 -3.01 0.268
O 4.47 -4.59 -4.12 -0.409
C 4.06 -3.85 -3.05 0.225
N 4.36 -4.15 -1.83 -0.425
C 3.52 -3.69 -0.74 -0.623
C 2.71 -2.62 -0.98 0.740
C 2.48 -2.09 -2.33 -0.382
C 3.25 -2.90 -3.14 0.176
H 3.05 -2.73 -4.30 0.125
H 1.75 -1.30 -2.70 0.392
N 2.16 -1.86 0.21 -0.067
C 1.21 -0.89 0.10 0.743
O 1.06 -0.16 -0.90 -0.628
C 0.87 -0.30 1.42 -0.819
C -0.20 0.59 1.49 0.781
C -1.65 0.11 2.02 -1.578
C -2.50 1.05 1.90 0.065
C -2.47 2.23 1.42 0.168
C -0.95 2.74 1.16 -1.345
C -0.03 1.86 1.25 -0.665
H 1.07 2.26 0.90 0.072
H -1.13 3.54 0.92 1.341
C -3.63 3.30 1.46 0.505
C -4.55 3.34 2.27 0.269
C -5.60 4.11 2.56 -1.621
C -5.59 5.07 1.28 -0.185
C -4.77 5.10 0.29 -1.093
C -3.74 4.08 0.45 0.399
H -3.08 4.03 -0.51 0.241
H -4.89 5.72 -0.48 0.543
H -6.57 5.73 1.17 0.168
H -6.28 4.17 3.13 0.789
H -4.37 2.60 3.48 0.038
H -3.74 0.55 2.11 0.023
H -1.52 -0.72 2.24 1.106
H 1.79 0.04 2.06 0.303
H 0.80 -1.36 2.21 0.253
H 2.43 -2.09 0.99 -0.001
H 4.06 -3.87 0.31 0.200
```

Values from the calculation:
Charge: 0
E in eV: -28088.9858
E_HOMO in hartree: -0.303
ΔE to the lowest compared entry with this formula, charge and spin in kcal/mol: 466.3
F_max in Eh/bohr: 0.3498

---

(3)
# C53H47BBrF4N2O2PSb2Ti

C53H47BBrF4N2O2PSb2Ti as an isolated structure in a non-equilibrium geometry (ωB97M-V/def2-TZVPD, the Open Molecules 2025 dataset).

The geometry in XYZ format:
```
114
Properties=species:S:1:pos:R:3:mulliken_charge:R:1
Ti -0.44 -0.41 0.34 0.426
Br -2.47 -6.76 3.85 -0.162
C -2.05 -4.98 3.36 0.013
C -2.95 -3.97 3.64 -0.940
C -2.65 -2.67 3.28 -0.497
C -1.45 -2.38 2.63 -0.193
C -0.56 -3.41 2.35 0.244
C -0.86 -4.71 2.72 -1.183
N -1.15 -1.05 2.20 1.503
C -1.63 -0.08 2.87 -0.465
C -1.30 1.27 2.45 -0.491
C -1.59 2.39 3.21 -0.903
C -1.03 3.61 2.86 -1.145
C -0.18 3.66 1.78 -0.394
C 0.00 2.52 1.02 -0.710
N -0.57 1.35 1.32 3.237
H -3.90 -4.19 4.11 0.442
H -3.39 -1.90 3.43 0.465
H 0.36 -3.21 1.83 0.410
H -0.17 -5.51 2.48 0.486
H -2.16 -0.25 3.79 0.896
H -2.23 2.28 4.08 0.593
H -1.23 4.50 3.44 0.564
H 0.32 4.57 1.49 0.503
H 0.60 2.54 0.12 -0.337
C -0.70 1.13 -4.27 -1.055
C -0.01 2.46 -4.68 -0.511
C 1.51 2.56 -4.55 -1.635
Sb 2.22 2.10 -2.58 0.902
C 4.02 3.26 -2.57 0.349
C 5.20 2.77 -2.00 -0.190
C 6.31 3.59 -1.86 -0.844
C 6.26 4.91 -2.29 -0.486
C 5.10 5.41 -2.85 -0.609
C 3.98 4.59 -2.99 -0.606
C 3.06 0.23 -3.23 0.540
C 4.26 0.19 -3.93 -0.642
C 4.78 -1.03 -4.35 -0.679
C 4.11 -2.21 -4.09 -0.631
C 2.89 -2.18 -3.42 -0.808
C 2.37 -0.96 -3.00 -0.570
Sb -1.50 0.84 -2.22 0.430
C -2.22 2.86 -1.95 0.386
C -2.50 3.38 -0.69 0.068
C -3.17 4.60 -0.55 -0.643
C -3.60 5.29 -1.67 -0.740
C -3.38 4.75 -2.93 -1.015
C -2.70 3.55 -3.07 -0.606
C -3.49 0.41 -2.97 0.603
C -3.66 -0.35 -4.12 -0.279
C -4.93 -0.57 -4.63 -0.797
C -6.04 -0.03 -3.99 -0.557
C -5.87 0.73 -2.84 -0.749
C -4.60 0.94 -2.33 -0.561
H -0.05 0.28 -4.51 0.533
H -1.62 1.02 -4.84 0.741
H -0.47 3.28 -4.15 0.180
H -0.24 2.61 -5.74 0.493
H 1.83 3.58 -4.81 0.703
H 2.02 1.87 -5.22 0.496
H 5.25 1.73 -1.68 0.495
H 7.22 3.19 -1.42 0.408
H 7.13 5.55 -2.17 0.405
H 5.06 6.44 -3.20 0.407
H 3.07 5.00 -3.42 0.275
H 4.79 1.10 -4.15 0.496
H 5.72 -1.05 -4.90 0.428
H 4.52 -3.16 -4.40 0.415
H 2.35 -3.09 -3.22 0.481
H 1.41 -0.95 -2.49 0.356
H -2.26 2.83 0.20 0.335
H -3.37 4.99 0.45 0.445
H -4.14 6.22 -1.56 0.400
H -3.75 5.26 -3.81 0.435
H -2.57 3.13 -4.06 0.386
H -2.81 -0.81 -4.61 0.450
H -5.06 -1.17 -5.52 0.417
H -7.03 -0.21 -4.39 0.397
H -6.73 1.16 -2.34 0.415
H -4.49 1.52 -1.42 0.419
O 1.36 -2.37 -0.16 -0.562
C 1.88 -1.34 0.24 0.196
O 1.30 -0.16 -0.03 0.273
C 2.99 -1.30 1.25 -1.452
P 2.04 -0.79 2.81 0.763
C 2.46 1.00 2.97 0.414
C 2.08 1.60 4.18 -0.568
C 2.39 2.93 4.44 -0.849
C 3.09 3.68 3.50 -0.587
C 3.45 3.10 2.29 -0.621
C 3.12 1.77 2.02 0.357
C 3.17 -1.46 4.09 0.512
C 2.71 -2.48 4.93 -0.493
C 3.54 -3.02 5.89 -0.575
C 4.85 -2.57 6.02 -0.518
C 5.31 -1.55 5.19 -0.706
C 4.48 -1.00 4.23 -0.423
H 3.76 -0.57 1.02 0.618
H 3.40 -2.29 1.39 0.773
H 1.58 1.00 4.94 0.431
H 2.10 3.37 5.38 0.436
H 3.34 4.71 3.70 0.437
H 4.01 3.66 1.55 0.539
H 3.39 1.36 1.06 -0.291
H 1.69 -2.83 4.82 0.409
H 3.18 -3.81 6.54 0.422
H 5.50 -2.99 6.77 0.389
H 6.33 -1.18 5.29 0.423
H 4.85 -0.20 3.60 0.315
F -2.82 -0.52 0.15 -0.417
B -2.75 -1.89 -0.39 -0.052
F -1.25 -2.08 -0.31 -0.050
F -3.06 -1.96 -1.70 -0.149
F -3.38 -2.77 0.42 -0.228
```

Values from the calculation:
Charge: +1
E in eV: -189869.3465
Spin multiplicity: 2
⟨S²⟩: 0.75
E_HOMO (alpha / beta) in hartree: -0.382 / -0.382
ΔE to the lowest compared entry with this formula, charge and spin in kcal/mol: 21.9
F_max in Eh/bohr: 0.0432

---

(4)
# C5H7NO

One molecule with the formula C5H7NO (ωB97M-V/def2-TZVPD, the Open Molecules 2025 dataset).

The geometry in XYZ format:
```
14
Properties=species:S:1:pos:R:3:mulliken_charge:R:1
N 2.27 -0.09 -1.03 -0.618
C 1.03 -0.09 -0.36 0.079
O 0.57 -1.40 -0.08 -0.138
C -0.65 -1.72 0.26 -0.482
C -1.57 -0.53 0.40 -0.343
C -0.95 0.83 0.73 -0.511
C 0.36 0.98 0.02 -0.160
H 2.90 -0.74 -0.57 0.313
H 2.15 -0.43 -1.98 0.285
H -2.34 -0.82 1.12 0.385
H -2.09 -0.50 -0.57 0.269
H -0.81 0.93 1.81 0.248
H -1.65 1.63 0.45 0.316
H 0.79 1.96 -0.19 0.356
```

Values from the calculation:
Charge: 0
E in eV: -8832.8429
E_HOMO in hartree: -0.300
ΔE to the lowest compared entry with this formula, charge and spin in kcal/mol: 77.5
F_max in Eh/bohr: 0.0081